# 1
Computed, not measured: C26H34CrF5N2O3SSe2Si2 as an isolated structure at a distorted geometry, with ωB97M-V with the def2-TZVPD basis set.

Structure (ORCA input):
```
! RIJCOSX wB97M-V def2-TZVPD def2/J DEFGRID3
* xyz -2 4
Cr 0.51 -0.10 0.18
O -1.11 -4.83 0.70
C -1.98 -3.83 0.20
C -1.85 -3.60 -1.32
C -1.90 -5.00 -1.97
O -1.79 -4.98 -3.39
C -3.08 -2.82 -1.87
Se -4.19 -1.72 -0.65
C -0.50 -2.95 -1.75
Se 0.88 -2.50 -0.36
H -0.21 -4.46 0.66
H -1.81 -2.88 0.70
H -3.00 -4.14 0.42
H -2.85 -5.48 -1.68
H -1.08 -5.61 -1.60
H -2.38 -4.29 -3.72
H -3.81 -3.53 -2.27
H -2.78 -2.16 -2.68
H -0.65 -2.00 -2.26
H 0.02 -3.63 -2.42
F -2.62 -0.04 6.15
C -2.15 0.45 5.00
C -1.84 -0.39 3.95
F -2.02 -1.71 4.08
C -1.35 0.14 2.78
F -1.07 -0.69 1.76
C -1.09 1.51 2.59
S -0.35 2.11 1.16
C -1.44 2.33 3.67
F -1.26 3.65 3.60
C -1.95 1.81 4.85
F -2.25 2.63 5.87
C 2.23 1.07 3.40
Si 2.23 -0.16 1.91
C 2.63 -1.79 2.84
C 3.90 0.29 1.05
C 5.12 0.16 1.72
C 6.33 0.43 1.09
C 6.33 0.84 -0.24
C 5.12 0.99 -0.91
C 3.90 0.71 -0.28
Si 2.23 0.88 -1.22
C 2.58 0.10 -2.94
C 2.17 2.77 -1.63
H 3.23 1.12 3.84
H 1.53 0.76 4.18
H 1.95 2.08 3.08
H 3.46 -1.68 3.54
H 2.89 -2.58 2.13
H 1.76 -2.14 3.41
H 5.13 -0.15 2.76
H 7.27 0.30 1.62
H 7.26 1.04 -0.75
H 5.13 1.33 -1.94
H 3.47 0.53 -3.42
H 1.73 0.24 -3.61
H 2.74 -0.97 -2.83
H 3.18 3.20 -1.61
H 1.56 3.31 -0.90
H 1.75 2.96 -2.62
N -0.85 0.28 -1.26
C -1.69 0.91 -1.73
N -2.36 1.81 -2.43
C -1.74 3.14 -2.54
C -2.42 4.11 -1.59
O -3.82 4.16 -1.83
C -4.40 2.87 -1.62
C -3.81 1.83 -2.56
H -1.86 3.48 -3.57
H -0.68 3.06 -2.30
H -2.05 5.12 -1.76
H -2.22 3.82 -0.55
H -5.47 2.99 -1.81
H -4.25 2.56 -0.58
H -4.06 2.07 -3.60
H -4.20 0.84 -2.30
*
```

Computed properties:
Gap between HOMO and LUMO (spin up / spin down)   5.6 / 5.6 eV
Strongest force on any atom   0.02587 hartree/bohr
Electronic energy   -8670.25529 a.u.
Highest occupied orbital energy (spin up / spin down)   -1.275 / -1.274 eV
Molecular weight   815.7 g mol⁻¹

***

# 2
Computed, not measured: a 2-piece molecular cluster, C9H14O overall at a distorted geometry, with ωB97M-V with the def2-TZVPD basis set.

Structure (ORCA input):
```
! RIJCOSX wB97M-V def2-TZVPD def2/J DEFGRID3
* xyz 0 1
C -1.23 -1.61 -1.78
C -1.14 -0.67 -0.62
C -1.45 -1.06 0.67
C -1.40 -0.15 1.72
C -0.90 1.11 1.49
O -0.67 1.90 2.57
C -0.72 1.57 0.18
C -0.90 0.67 -0.86
H -2.25 -1.83 -2.09
H -0.61 -2.51 -1.67
H -0.76 -1.26 -2.71
H -1.66 -2.09 0.92
H -1.61 -0.38 2.76
H -0.56 2.82 2.31
H -0.56 2.64 0.14
H -0.62 1.00 -1.83
C 2.89 -0.10 -1.17
C 3.86 -1.23 -1.49
H 1.95 -0.45 -0.74
H 3.35 0.54 -0.41
H 2.62 0.60 -1.96
H 3.43 -2.16 -1.11
H 3.94 -1.49 -2.55
H 4.83 -1.14 -1.01
*
```

Computed properties:
Structure (SMILES)   Cc1ccc(O)cc1.CC
Gap between HOMO and LUMO   9.3 eV
Strongest force on any atom   0.03039 hartree/bohr
Electronic energy   -426.54844 a.u.
Highest occupied orbital energy   -8.451 eV
Molecular weight   138.2 g mol⁻¹

***

# 3
Computed, not measured: a 6-piece molecular cluster, C3H20N2O5S2 overall at a distorted geometry, with ωB97M-V with the def2-TZVPD basis set.

Structure (ORCA input):
```
! RIJCOSX wB97M-V def2-TZVPD def2/J DEFGRID3
* xyz 0 1
N -2.21 0.11 1.17
C -1.73 -0.03 -0.26
C -0.17 0.21 -0.16
N 0.17 1.46 0.62
C 0.45 0.02 -1.48
S 2.20 0.73 -1.82
S 2.12 2.76 -2.10
H -2.75 -0.67 1.55
H -2.91 0.84 1.25
H -2.01 -1.01 -0.77
H -2.00 0.88 -0.79
H 0.17 -0.57 0.65
H 0.08 2.38 0.19
H -0.42 1.47 1.49
H 0.65 -0.96 -2.00
H -0.24 0.45 -2.33
H 1.84 3.48 -1.01
O 2.61 0.99 2.33
H 1.75 1.06 1.76
H 3.30 0.87 1.68
O -2.39 1.27 -3.26
H -2.23 1.00 -2.30
H -2.79 0.45 -3.57
O 0.83 -0.85 3.19
H 0.35 0.02 2.99
H 1.73 -0.67 3.00
O -0.53 -2.38 1.10
H 0.29 -2.82 0.96
H -0.50 -1.98 1.96
O 1.46 -3.07 -1.05
H 2.14 -2.67 -1.56
H 0.72 -2.75 -1.43
*
```

Computed properties:
Structure (SMILES)   NC[C@H](N)CSS.O.O.O.O.O
Gap between HOMO and LUMO   9.3 eV
Strongest force on any atom   0.10367 hartree/bohr
Electronic energy   -1408.30709 a.u.
Highest occupied orbital energy   -9.098 eV
Molecular weight   228.3 g mol⁻¹

***

# 4
Computed, not measured: C31H38PTm as an isolated structure at a distorted geometry, with ωB97M-V with the def2-TZVPD basis set.

Structure (ORCA input):
```
! RIJCOSX wB97M-V def2-TZVPD def2/J DEFGRID3
* xyz 2 3
C 1.10 2.06 -1.10
H 1.45 2.68 -0.27
H 1.92 1.89 -1.81
H 0.99 1.05 0.73
C -0.13 2.65 -1.75
H -0.65 1.95 -2.44
H -0.87 2.92 -0.97
C 0.24 3.90 -2.56
H -0.64 4.43 -2.92
H 0.83 4.60 -1.95
H 0.85 3.64 -3.44
C -0.80 -2.20 -2.23
C -1.22 -1.16 -3.14
C -0.03 -0.47 -3.60
C 1.11 -1.07 -2.95
C 0.64 -2.13 -2.09
C 1.47 -3.09 -1.32
C 2.53 -0.82 -3.31
C 0.06 0.50 -4.73
C -2.62 -0.98 -3.62
C -1.64 -3.30 -1.69
Tm -0.26 -0.16 -1.33
H 3.20 -1.24 -2.54
H 2.79 -1.30 -4.26
H 2.74 0.25 -3.40
H 2.53 -2.79 -1.34
H 1.15 -3.15 -0.27
H 1.40 -4.10 -1.75
H -2.67 -2.97 -1.58
H -1.63 -4.18 -2.33
H -1.27 -3.61 -0.70
H -2.70 -0.07 -4.24
H -2.94 -1.83 -4.23
H -3.31 -0.89 -2.78
H 0.73 1.33 -4.50
H 0.45 0.01 -5.63
H -0.92 0.91 -4.98
C -1.09 4.18 4.28
C 0.17 4.17 3.67
C 0.59 3.06 2.94
C -0.25 1.93 2.83
C -1.51 1.93 3.47
C -1.91 3.05 4.20
P 0.30 0.53 1.86
C 1.56 -0.37 2.75
C 2.61 -0.92 1.99
C 3.63 -1.62 2.64
C 3.58 -1.79 4.03
C 2.54 -1.22 4.78
C 1.54 -0.50 4.15
C -1.07 -0.54 1.39
C -1.09 -1.89 1.83
C -2.24 -2.66 1.67
C -3.35 -2.13 0.99
C -3.29 -0.87 0.40
C -2.17 -0.05 0.61
H -1.43 5.07 4.81
H 0.82 5.05 3.74
H 1.57 3.05 2.45
H -2.17 1.07 3.38
H -2.89 3.05 4.70
H 2.64 -0.80 0.90
H 4.45 -2.05 2.06
H 4.36 -2.37 4.52
H 2.52 -1.36 5.86
H 0.73 -0.05 4.74
H -0.22 -2.30 2.34
H -2.28 -3.67 2.08
H -4.25 -2.74 0.90
H -4.13 -0.50 -0.20
H -2.17 1.00 0.26
*
```

Computed properties:
Gap between HOMO and LUMO (spin up / spin down)   6.2 / 6.2 eV
Strongest force on any atom   0.14355 hartree/bohr
Electronic energy   -2630.01054 a.u.
Highest occupied orbital energy (spin up / spin down)   -12.989 / -12.983 eV
Molecular weight   610.6 g mol⁻¹

***

# 5
Computed, not measured: C20H22F5NO5PRuSe as an isolated structure at a distorted geometry, with ωB97M-V with the def2-TZVPD basis set.

Structure (ORCA input):
```
! RIJCOSX wB97M-V def2-TZVPD def2/J DEFGRID3
* xyz 1 1
Ru 0.05 0.48 -0.21
C -0.55 2.97 2.04
P 0.10 2.77 0.36
C 1.79 3.46 0.42
C -0.87 3.88 -0.68
H -0.48 4.01 2.34
H 0.02 2.35 2.73
H -1.60 2.66 2.07
H 1.79 4.32 1.09
H 2.09 3.77 -0.58
H 2.48 2.71 0.79
H -1.00 4.82 -0.15
H -1.85 3.44 -0.87
H -0.37 4.05 -1.63
F -6.74 -0.18 -1.45
C -5.51 -0.48 -1.09
C -4.61 0.55 -0.84
F -4.98 1.81 -0.96
C -3.33 0.23 -0.44
F -2.46 1.22 -0.12
C -2.91 -1.09 -0.32
Se -1.19 -1.54 0.32
C -3.83 -2.10 -0.57
F -3.43 -3.36 -0.44
C -5.12 -1.81 -0.96
F -5.99 -2.77 -1.19
C 1.08 -0.74 -3.11
C 0.18 0.50 -3.20
C -0.83 0.33 -4.33
C 1.05 1.75 -3.44
O -0.55 0.68 -1.99
H 1.52 -0.96 -4.09
H 0.47 -1.60 -2.81
H 1.88 -0.60 -2.40
H -0.33 0.32 -5.29
H -1.56 1.14 -4.32
H -1.37 -0.61 -4.19
H 1.78 1.57 -4.23
H 1.59 1.98 -2.51
H 0.43 2.60 -3.72
O 2.16 -0.53 0.17
C 1.74 -0.65 1.35
O 0.76 0.08 1.72
C 2.27 -1.66 2.30
C 1.37 -2.33 3.12
C 1.81 -3.34 3.95
C 3.16 -3.63 3.98
C 4.08 -2.96 3.19
C 3.63 -1.98 2.32
N 3.65 -4.70 4.88
O 4.85 -4.83 4.99
O 2.80 -5.37 5.43
H 0.32 -2.06 3.10
H 1.13 -3.90 4.57
H 5.13 -3.22 3.24
H 4.32 -1.45 1.68
*
```

Computed properties:
Gap between HOMO and LUMO (spin up / spin down)   5.8 / 5.8 eV
Strongest force on any atom   0.06141 hartree/bohr
Electronic energy   -4542.89719 a.u.
Highest occupied orbital energy (spin up / spin down)   -11.858 / -11.852 eV
Molecular weight   662.4 g mol⁻¹

***

# 6
Computed, not measured: one molecule with the formula CH3NO3S at a distorted geometry, with ωB97M-V with the def2-TZVPD basis set.

Structure (ORCA input):
```
! RIJCOSX wB97M-V def2-TZVPD def2/J DEFGRID3
* xyz 0 1
N -0.94 1.40 -0.33
S -0.94 0.02 0.13
O -2.14 -0.80 0.23
O 0.28 -0.79 -0.51
C 1.54 -0.65 -0.08
O 1.86 0.24 0.68
H -1.63 1.91 -0.89
H -0.34 -0.02 1.35
H 2.30 -1.31 -0.58
*
```

Computed properties:
Structure (SMILES)   N=[S@@H](=O)OC=O
Gap between HOMO and LUMO   11.4 eV
Strongest force on any atom   0.06781 hartree/bohr
Electronic energy   -718.47893 a.u.
Highest occupied orbital energy   -10.717 eV
Molecular weight   109.1 g mol⁻¹

***

# 7
Computed, not measured: a 4-piece molecular cluster, H8O4 overall, with ωB97M-V with the def2-TZVPD basis set.

Structure (ORCA input):
```
! RIJCOSX wB97M-V def2-TZVPD def2/J DEFGRID3
* xyz 0 1
O 1.96 -1.15 1.23
H 1.40 -0.68 1.86
H 1.43 -1.91 0.96
O -2.59 -1.80 1.07
H -2.61 -2.15 0.17
H -2.42 -2.57 1.63
O 1.21 2.85 -2.16
H 2.03 2.34 -2.19
H 1.33 3.44 -1.40
O -0.71 0.69 -0.06
H -0.46 -0.23 -0.23
H -0.56 1.15 -0.89
*
```

Computed properties:
Structure (SMILES)   O.O.O.O
Gap between HOMO and LUMO   11.5 eV
Strongest force on any atom   0.00421 hartree/bohr
Electronic energy   -305.73927 a.u.
Highest occupied orbital energy   -11.069 eV
Molecular weight   72.1 g mol⁻¹

***

# 8
Computed, not measured: C46H53N7O4Ti as an isolated structure at a distorted geometry, with ωB97M-V with the def2-TZVPD basis set.

Structure (ORCA input):
```
! RIJCOSX wB97M-V def2-TZVPD def2/J DEFGRID3
* xyz -2 3
Ti 0.37 0.00 -0.62
O 1.44 -3.11 1.93
C 1.34 -2.12 1.18
N 0.28 -1.78 0.43
C -0.61 -2.87 0.12
C -0.36 -3.27 -1.33
C -0.91 -4.42 -1.89
C -0.56 -4.78 -3.18
C 0.32 -3.97 -3.88
C 0.79 -2.82 -3.25
N 0.46 -2.48 -2.01
C 2.50 -1.25 0.89
C 3.66 -1.36 1.63
C 4.82 -0.72 1.22
C 4.75 0.01 0.01
C 3.56 0.11 -0.65
N 2.39 -0.46 -0.26
H -0.38 -3.72 0.76
H -1.66 -2.61 0.28
H -1.58 -5.04 -1.30
H -0.97 -5.67 -3.63
H 0.62 -4.20 -4.89
H 1.46 -2.14 -3.76
H 3.63 -1.99 2.51
H 5.75 -0.78 1.79
H 5.63 0.50 -0.40
H 3.51 0.69 -1.56
C -2.65 3.79 -2.59
C -2.41 2.35 -3.05
C -3.67 1.80 -3.74
C -1.18 2.25 -3.93
C -1.12 3.09 -5.03
C 0.02 3.18 -5.82
C 1.12 2.42 -5.48
C 1.09 1.55 -4.40
C 2.33 0.71 -4.14
C 3.55 1.61 -3.90
C 2.61 -0.24 -5.31
C -0.08 1.40 -3.62
N -0.17 0.48 -2.57
C -1.19 -0.44 -2.68
O -1.50 -1.00 -3.74
C -1.97 -0.65 -1.46
C -3.11 -1.46 -1.53
C -4.01 -1.46 -0.49
C -3.78 -0.58 0.57
C -2.66 0.22 0.60
N -1.69 0.15 -0.36
C -2.71 1.30 1.69
O -3.70 1.25 2.47
N -1.79 2.23 1.63
C -1.56 3.23 2.53
C -1.14 3.01 3.88
C -0.69 4.08 4.64
C -0.65 5.37 4.14
C -1.13 5.61 2.86
C -1.58 4.58 2.06
C -2.17 4.86 0.69
C -3.62 5.34 0.83
C -1.35 5.85 -0.13
C -1.29 1.64 4.54
C -0.06 1.18 5.34
C -2.54 1.66 5.43
H -3.43 3.81 -1.82
H -2.97 4.44 -3.42
H -1.73 4.21 -2.16
H -2.24 1.78 -2.15
H -3.89 2.38 -4.65
H -4.53 1.86 -3.07
H -3.51 0.76 -4.03
H -1.98 3.71 -5.27
H 0.05 3.85 -6.68
H 2.02 2.50 -6.08
H 2.13 0.11 -3.26
H 3.69 2.30 -4.74
H 4.46 1.01 -3.80
H 3.42 2.20 -2.99
H 2.85 0.32 -6.22
H 1.74 -0.86 -5.52
H 3.46 -0.89 -5.08
H -3.25 -2.04 -2.43
H -4.89 -2.08 -0.52
H -4.49 -0.45 1.37
H -0.35 3.91 5.66
H -0.28 6.19 4.75
H -1.15 6.63 2.49
H -2.19 3.90 0.16
H -3.66 6.28 1.39
H -4.22 4.59 1.36
H -4.06 5.51 -0.16
H -1.27 6.82 0.37
H -1.82 6.02 -1.10
H -0.34 5.46 -0.31
H -1.44 0.91 3.75
H 0.38 1.99 5.93
H 0.70 0.75 4.69
H -0.36 0.40 6.05
H -2.47 2.46 6.17
H -2.65 0.70 5.96
H -3.42 1.80 4.81
N 2.17 1.82 2.87
C 1.49 1.58 1.72
O 0.74 0.61 1.61
C 1.78 2.49 0.56
C 0.89 2.07 -0.60
H 1.86 1.31 3.69
H 2.48 2.76 3.04
H 2.84 2.39 0.33
H 1.61 3.52 0.91
H 1.22 2.55 -1.52
H -0.13 2.44 -0.39
*
```

Computed properties:
Gap between HOMO and LUMO (spin up / spin down)   4.0 / 6.6 eV
Strongest force on any atom   0.02713 hartree/bohr
Electronic energy   -3318.56942 a.u.
Highest occupied orbital energy (spin up / spin down)   0.384 / -2.267 eV
Molecular weight   815.8 g mol⁻¹

***

# 9
Computed, not measured: C20H26MnN2O2Si as an isolated structure at a distorted geometry, with ωB97M-V with the def2-TZVPD basis set.

Structure (ORCA input):
```
! RIJCOSX wB97M-V def2-TZVPD def2/J DEFGRID3
* xyz 0 6
C 4.16 -2.02 0.29
C 3.12 -2.24 -0.67
C 2.92 -1.01 -1.40
H 2.69 -3.21 -0.90
C 3.83 -0.03 -0.88
C 4.59 -0.65 0.18
H 5.48 -0.24 0.65
H 4.66 -2.77 0.89
H 2.28 -0.88 -2.27
H 4.03 0.96 -1.28
Mn 2.39 -0.60 0.68
C 0.56 0.25 0.39
H 0.74 1.13 -0.25
H 0.17 0.50 1.38
H -0.03 -0.51 -0.14
Si -3.11 1.45 -0.15
C -4.09 -0.10 -0.40
C -3.59 -1.05 -1.30
H -2.68 -0.83 -1.87
C -4.23 -2.28 -1.46
H -3.82 -3.01 -2.15
C -5.40 -2.56 -0.74
H -5.90 -3.52 -0.87
C -5.92 -1.60 0.13
H -6.84 -1.83 0.69
C -5.28 -0.37 0.30
H -5.69 0.38 0.98
C -2.72 2.22 -1.79
C -3.56 2.16 -2.92
H -4.54 1.67 -2.84
C -3.14 2.69 -4.14
H -3.79 2.61 -5.02
C -1.89 3.30 -4.25
H -1.56 3.70 -5.21
C -1.07 3.41 -3.12
H -0.09 3.89 -3.20
C -1.49 2.89 -1.90
H -0.86 2.98 -1.01
H -1.97 1.29 0.77
H -3.99 2.43 0.52
C 4.28 -2.52 4.98
O 4.23 -1.09 4.71
C 3.63 -0.78 3.56
O 3.02 -1.59 2.84
N 3.76 0.54 3.27
N 3.21 1.01 2.02
H 4.90 -3.01 4.21
H 3.28 -2.94 4.99
H 4.75 -2.61 5.95
H 4.21 1.17 3.95
H 2.43 1.65 2.24
H 3.93 1.57 1.56
*
```

Computed properties:
Gap between HOMO and LUMO (spin up / spin down)   5.9 / 8.0 eV
Strongest force on any atom   0.04837 hartree/bohr
Electronic energy   -2478.08722 a.u.
Highest occupied orbital energy (spin up / spin down)   -5.672 / -7.751 eV
Molecular weight   409.5 g mol⁻¹